1.
154
Properties=species:S:1:pos:R:3:forces:R:3 method="wB97M-V/def2-TZVPD" lumo_ev=-1.24 multiplicity=1 max_force_ev_per_a=4.3 smiles="O=[N+]([O-])c1ccccc1.O=[N+]([O-])c1ccccc1.O=[N+]([O-])c1ccccc1.O=[N+]([O-])c1ccccc1.O=[N+]([O-])c1ccccc1.O=[N+]([O-])c1ccccc1.O=[N+]([O-])c1ccccc1.O=[N+]([O-])c1ccccc1.O=[N+]([O-])c1ccccc1.O=[N+]([O-])c1ccccc1.O=[N+]([O-])c1ccccc1" e_homo_ev=-9.44 e_tot_ha=-4804.46801
O -3.965 5.583 -3.520 0.5 -0.6 0.2
N -3.408 5.932 -4.543 -1.3 1.5 0.7
O -3.970 6.663 -5.355 0.8 -0.7 -0.1
C -2.002 5.579 -4.731 0.6 0.4 -0.6
C -1.521 5.753 -6.025 1.4 -0.2 -0.7
C -0.188 5.396 -6.327 -0.7 -0.7 1.6
C 0.570 4.804 -5.311 -0.9 0.3 -0.5
C 0.073 4.698 -3.995 0.9 0.0 -0.8
C -1.192 5.145 -3.665 -0.7 -0.5 -1.0
H -2.086 6.136 -6.862 -0.6 0.1 0.4
H 0.245 5.405 -7.316 -0.3 0.3 -0.2
H 1.489 4.376 -5.683 0.3 0.0 0.8
H 0.705 4.211 -3.268 -0.2 0.2 0.3
H -1.590 5.007 -2.670 -0.1 0.1 0.0
O -1.462 -2.286 3.509 -0.6 0.7 1.4
N -1.201 -3.152 4.359 -1.4 3.4 -0.6
O -0.739 -4.160 4.009 1.5 -4.0 0.3
C -1.451 -2.862 5.806 0.0 0.0 1.1
C -1.317 -3.879 6.778 -0.8 -0.5 -2.6
C -1.535 -3.627 8.095 1.2 1.0 1.1
C -1.652 -2.318 8.521 -0.6 1.9 -0.9
C -1.775 -1.241 7.580 0.4 -2.1 0.6
C -1.721 -1.557 6.224 0.5 0.1 -0.2
H -1.199 -4.894 6.427 0.4 -0.1 0.0
H -1.278 -4.321 8.882 -0.5 -0.6 -0.3
H -1.645 -2.137 9.585 -0.1 0.3 0.1
H -1.795 -0.198 7.857 -0.3 -0.1 0.2
H -1.786 -0.736 5.525 0.1 -0.2 -0.3
O -1.588 2.373 0.754 0.4 -1.0 -1.2
N -1.163 2.067 -0.366 0.2 1.8 -0.5
O -0.842 2.961 -1.188 -0.5 -2.2 1.1
C -1.002 0.614 -0.731 -0.6 -0.3 3.7
C -0.488 0.241 -1.925 0.2 -2.4 -0.9
C -0.248 -1.172 -2.120 -0.3 1.9 -0.2
C -0.560 -2.125 -1.167 0.6 0.4 -0.4
C -1.035 -1.725 0.070 -1.4 2.3 0.8
C -1.272 -0.348 0.349 1.3 -0.2 -2.5
H -0.313 0.907 -2.757 0.0 0.2 0.1
H 0.178 -1.432 -3.078 0.0 -0.3 0.0
H -0.326 -3.154 -1.394 -0.2 -0.2 0.1
H -1.401 -2.358 0.865 0.6 -0.6 0.0
H -1.505 -0.067 1.366 -0.3 0.3 -0.2
O -0.921 -9.064 2.538 0.3 -0.4 -0.5
N -1.957 -8.726 3.059 0.4 -0.7 1.4
O -2.429 -9.321 4.048 -0.1 1.4 -1.8
C -2.501 -7.455 2.545 -1.4 0.9 1.3
C -1.906 -6.794 1.469 0.0 -0.5 1.2
C -2.292 -5.491 1.216 1.0 -1.4 -2.2
C -3.286 -4.869 1.876 -1.1 1.0 0.5
C -3.897 -5.504 2.933 0.0 -1.2 0.4
C -3.531 -6.819 3.289 0.5 1.1 -0.7
H -1.103 -7.221 0.887 -0.1 -0.3 0.1
H -1.883 -5.143 0.279 0.1 0.8 0.1
H -3.635 -3.897 1.563 0.1 0.2 0.1
H -4.684 -5.005 3.480 0.0 0.0 0.1
H -4.042 -7.179 4.169 0.4 -0.8 -0.1
O 3.905 -4.219 -3.702 -0.5 1.0 0.1
N 3.690 -3.056 -3.355 -0.1 -1.5 0.6
O 2.591 -2.622 -3.023 1.0 -0.1 -0.5
C 4.871 -2.220 -3.228 1.7 2.4 0.3
C 4.730 -0.844 -2.959 -0.4 -0.3 -0.4
C 5.840 0.001 -2.842 -1.7 0.2 -0.1
C 7.078 -0.486 -3.032 2.8 -1.9 -0.3
C 7.304 -1.832 -3.365 -2.3 -0.9 1.0
C 6.186 -2.701 -3.387 -0.1 0.1 -0.7
H 3.737 -0.420 -2.922 -0.1 -0.1 0.2
H 5.743 1.062 -2.666 -0.4 0.0 0.2
H 7.995 0.064 -2.881 -0.2 0.7 -0.1
H 8.277 -2.296 -3.425 0.1 0.3 -0.2
H 6.296 -3.747 -3.632 0.2 -0.1 0.1
O 0.053 -0.954 -5.641 -0.6 1.2 -1.5
N -0.260 0.157 -6.114 0.6 -0.9 2.1
O -0.154 1.157 -5.434 -0.1 0.7 -0.2
C -0.763 0.310 -7.477 0.8 -2.4 -0.4
C -0.672 -0.906 -8.213 -1.0 1.4 -0.7
C -1.090 -0.865 -9.552 -0.1 -1.1 1.7
C -1.611 0.285 -10.052 0.3 1.7 -0.5
C -1.663 1.482 -9.311 -0.5 -0.8 0.3
C -1.251 1.514 -7.968 0.0 -0.5 -1.1
H -0.436 -1.859 -7.764 0.3 0.3 0.3
H -1.220 -1.785 -10.101 0.5 -0.1 -0.2
H -1.898 0.265 -11.093 -0.4 0.3 0.0
H -2.207 2.302 -9.758 0.3 0.3 0.1
H -1.328 2.410 -7.371 0.1 -0.1 0.1
O 3.935 3.156 0.645 -0.8 -0.3 -2.6
N 3.145 2.784 -0.250 -0.5 0.3 1.9
O 2.130 2.154 0.053 0.9 0.5 -1.2
C 3.342 3.166 -1.728 1.1 -0.3 1.3
C 4.449 3.974 -2.058 -1.5 -0.3 2.4
C 4.688 4.250 -3.343 1.1 0.1 -2.9
C 3.963 3.681 -4.405 -1.5 -0.7 1.6
C 2.876 2.850 -4.057 1.8 -0.1 0.4
C 2.592 2.552 -2.691 -0.2 0.0 -1.7
H 5.018 4.423 -1.257 0.2 -0.1 0.0
H 5.586 4.784 -3.619 0.0 0.4 0.2
H 4.194 3.848 -5.447 0.2 0.1 0.1
H 2.482 2.245 -4.860 -0.8 0.1 0.2
H 1.823 1.815 -2.509 0.0 0.1 0.5
O -4.406 -1.324 2.432 0.4 -0.4 -1.4
N -4.447 -1.244 3.616 -1.8 -0.7 2.6
O -4.951 -2.107 4.383 1.3 1.3 -1.4
C -4.051 0.028 4.231 0.1 1.1 1.8
C -4.244 0.195 5.629 -0.2 1.4 0.4
C -3.927 1.437 6.247 0.7 0.5 -1.6
C -3.367 2.479 5.494 0.6 -2.2 -1.0
C -3.053 2.229 4.137 -0.9 0.5 0.9
C -3.494 1.068 3.477 0.5 0.2 0.6
H -4.695 -0.528 6.292 0.1 -0.5 -0.5
H -3.913 1.760 7.277 -0.8 -1.2 0.5
H -2.991 3.324 6.051 -0.1 0.4 -0.4
H -2.508 3.027 3.657 -0.1 -0.2 -0.7
H -3.326 0.981 2.414 0.0 -0.2 0.0
O 2.009 -8.400 3.399 0.4 0.7 -0.9
N 2.364 -8.416 2.227 -0.8 -1.6 0.4
O 2.750 -9.466 1.680 -0.2 2.2 0.2
C 2.180 -7.171 1.412 0.8 1.0 -0.4
C 2.786 -7.112 0.178 0.2 -2.5 -1.8
C 2.501 -6.163 -0.798 -0.1 -0.3 1.7
C 1.803 -5.093 -0.293 1.3 1.9 -2.0
C 1.458 -4.914 1.003 -0.9 -0.5 0.2
C 1.532 -6.022 1.828 -1.1 -0.6 1.7
H 3.307 -8.020 -0.086 0.4 0.0 -0.2
H 2.812 -6.155 -1.833 0.3 -0.4 0.1
H 1.759 -4.220 -0.928 -0.5 0.1 -0.3
H 1.014 -3.951 1.205 -0.2 -0.2 0.9
H 0.950 -6.066 2.736 0.3 0.3 0.5
O -0.795 10.412 0.717 -0.9 -0.8 0.0
N -1.695 9.583 0.738 -1.1 -0.6 0.2
O -2.915 9.826 0.755 2.1 -0.3 -0.1
C -1.311 8.112 0.814 -0.6 -1.2 -0.7
C -2.251 7.040 0.637 0.7 0.2 0.6
C -1.848 5.687 0.744 0.3 2.6 0.0
C -0.504 5.421 1.057 -0.8 -1.1 -1.2
C 0.389 6.439 1.232 0.4 1.7 -0.6
C 0.017 7.769 1.002 -0.4 0.4 1.2
H -3.307 7.161 0.446 0.1 0.7 -0.1
H -2.663 5.013 0.527 0.6 -0.7 0.1
H -0.145 4.421 0.868 0.0 -0.3 0.7
H 1.448 6.354 1.427 0.0 -0.8 0.0
H 0.763 8.535 1.152 -0.1 0.2 -0.2
O 2.286 -1.942 4.691 0.4 0.0 -0.6
N 1.678 -1.392 3.795 -2.5 -1.2 -0.5
O 1.280 -1.948 2.742 1.4 1.4 1.7
C 1.111 -0.063 4.126 -0.6 2.0 -0.5
C 0.957 0.331 5.484 1.2 -0.5 -1.5
C 0.605 1.643 5.790 -0.6 -0.9 -0.3
C 0.258 2.530 4.788 0.3 -0.3 -1.3
C 0.349 2.154 3.415 0.8 -1.4 1.0
C 0.757 0.833 3.072 -0.1 0.4 1.8
H 1.253 -0.396 6.226 -0.1 0.1 0.2
H 0.520 1.952 6.822 0.1 -0.1 0.1
H -0.061 3.503 5.132 0.0 0.3 -0.5
H 0.246 2.829 2.578 -0.5 0.3 0.2
H 0.784 0.544 2.032 0.3 -0.1 0.0

=====

2.
23
Properties=species:S:1:pos:R:3:forces:R:3 method="wB97M-V/def2-TZVPD" lumo_ev=0.86 multiplicity=1 max_force_ev_per_a=0.2 smiles=SCCCPCCCCl e_homo_ev=-8.74 e_tot_ha=-1436.72292
S 1.712 -0.480 2.265 -0.1 -0.1 -0.1
C 2.488 -0.198 0.639 0.0 0.0 0.0
C 1.643 0.557 -0.392 -0.1 0.0 0.0
C 0.882 -0.294 -1.422 0.0 0.0 0.1
P -0.080 -1.834 -1.001 -0.1 0.0 0.1
C -1.726 -1.189 -0.439 0.1 0.1 0.0
C -1.757 -0.064 0.607 0.0 0.0 0.1
C -2.025 1.297 -0.011 0.0 -0.1 -0.2
Cl -1.492 2.625 1.061 0.0 0.1 0.1
H 1.150 0.732 2.361 0.0 0.1 0.1
H 3.419 0.334 0.821 0.0 0.0 -0.1
H 2.751 -1.189 0.261 0.0 0.0 0.1
H 0.974 1.259 0.111 0.0 -0.1 0.1
H 2.334 1.180 -0.968 0.0 0.1 0.0
H 0.161 0.345 -1.941 0.1 0.0 -0.1
H 1.591 -0.612 -2.189 0.0 0.0 0.0
H 0.434 -2.091 0.289 0.1 0.0 0.0
H -2.252 -0.889 -1.352 -0.1 0.0 0.1
H -2.251 -2.064 -0.052 0.0 0.0 -0.1
H -0.822 -0.034 1.163 0.0 0.0 0.0
H -2.541 -0.266 1.340 0.0 0.0 0.0
H -3.087 1.448 -0.191 0.0 0.0 0.0
H -1.505 1.425 -0.959 0.1 0.0 0.1

=====

3.
112
Properties=species:S:1:pos:R:3:forces:R:3 method="wB97M-V/def2-TZVPD" lumo_ev=0.52 multiplicity=1 max_force_ev_per_a=4.3 smiles="COCCNCCOC.COCCNCCOC.COCCNCCOC.NC(N)=O.NC(N)=O.CC(C)O.CC(C)O" e_homo_ev=-8.53 e_tot_ha=-2167.62773
C 5.291 7.347 0.404 0.7 1.0 0.7
O 5.167 6.429 -0.627 -1.0 -0.4 0.0
C 4.584 5.266 -0.052 1.6 -1.0 -0.8
C 4.373 4.257 -1.165 -0.8 0.9 0.6
N 3.541 4.859 -2.166 0.2 1.3 0.3
C 3.208 4.000 -3.227 0.3 -2.0 -1.2
C 1.930 3.158 -2.996 -0.1 0.5 -0.8
O 2.141 1.866 -2.514 0.4 -0.7 0.2
C 2.638 0.998 -3.541 -1.3 2.1 -0.5
H 4.300 7.661 0.811 0.5 0.0 -0.4
H 5.879 8.219 0.031 -0.6 -0.6 0.4
H 5.832 6.835 1.229 0.0 0.6 -0.1
H 3.696 5.457 0.555 -0.2 0.2 -0.4
H 5.357 4.845 0.599 -0.1 -0.1 0.4
H 3.859 3.427 -0.737 -0.7 -0.8 0.4
H 5.277 3.818 -1.563 0.8 0.2 -0.2
H 3.939 5.750 -2.485 -0.1 -0.7 0.3
H 4.078 3.245 -3.472 -1.3 1.3 0.2
H 2.992 4.588 -4.114 0.3 0.1 -0.2
H 1.397 3.101 -3.975 0.1 0.0 0.5
H 1.283 3.662 -2.275 0.1 0.1 0.0
H 3.528 1.445 -3.967 0.3 -0.4 -0.2
H 1.866 0.914 -4.328 0.2 0.0 0.1
H 2.781 0.062 -3.119 0.5 -1.7 0.8
C 2.252 -1.403 6.139 2.1 -0.7 0.8
O 1.446 -1.765 5.100 -1.4 -1.4 -1.3
C 0.087 -1.849 5.481 -0.4 0.0 -0.3
C -0.741 -2.095 4.229 -0.3 0.6 0.6
N -0.656 -0.889 3.396 -1.1 -0.8 -0.7
C -1.616 0.118 3.752 0.1 0.8 1.1
C -1.428 1.327 2.895 -0.4 0.8 0.4
O -0.133 1.909 3.106 -0.9 -0.6 -0.6
C -0.026 3.097 2.349 0.5 0.6 0.8
H 2.021 -0.390 6.372 0.0 1.0 0.8
H 3.304 -1.445 5.744 -0.9 0.0 0.6
H 2.145 -2.075 7.049 0.1 0.7 -0.9
H -0.203 -0.854 5.860 -0.1 -0.4 0.4
H -0.101 -2.646 6.219 0.3 0.3 0.1
H -1.813 -2.343 4.497 1.1 0.6 -0.3
H -0.381 -2.961 3.698 0.4 -0.3 -0.3
H 0.255 -0.460 3.397 0.5 -0.3 0.3
H -1.563 0.435 4.844 -0.1 -0.3 -0.9
H -2.638 -0.187 3.553 -0.2 -0.5 0.1
H -2.205 2.066 3.167 0.3 -0.1 0.0
H -1.649 1.067 1.855 0.5 0.0 -0.2
H -0.970 3.671 2.413 0.5 0.0 -0.1
H 0.250 2.933 1.320 -0.3 -0.3 -0.6
H 0.818 3.651 2.778 -0.4 0.1 0.1
C -5.375 1.270 2.833 -0.1 0.4 -1.2
O -5.000 0.803 1.522 -0.3 1.2 0.8
C -4.812 -0.576 1.410 1.3 0.3 0.7
C -4.261 -0.854 0.030 -0.3 -2.3 0.2
N -5.166 -0.490 -1.040 -0.6 0.4 0.1
C -4.552 -0.468 -2.360 0.5 3.0 -0.7
C -4.850 -1.623 -3.283 0.1 0.7 -0.2
O -4.376 -2.812 -2.769 0.5 -2.6 0.5
C -4.946 -3.992 -3.378 0.0 0.5 0.6
H -4.539 1.789 3.317 -0.1 0.2 -0.3
H -5.636 0.463 3.499 -0.4 -0.5 0.1
H -6.241 1.944 2.668 0.6 -0.3 0.5
H -5.727 -1.089 1.673 -0.5 -0.4 -0.3
H -4.057 -0.889 2.179 -0.3 -0.1 -0.6
H -4.166 -2.003 0.042 0.3 1.5 -0.3
H -3.259 -0.413 -0.103 -0.2 -0.1 0.2
H -5.724 0.348 -0.801 0.9 -0.7 -0.4
H -3.464 -0.176 -2.338 -0.6 -1.1 0.4
H -4.857 0.485 -2.919 -0.3 -1.3 0.6
H -4.325 -1.467 -4.228 -0.4 0.4 -0.4
H -5.926 -1.694 -3.422 -0.3 0.1 -0.2
H -4.754 -4.098 -4.441 0.3 0.4 -0.3
H -6.023 -3.993 -3.251 -0.3 0.2 0.1
H -4.575 -4.889 -2.889 0.3 0.2 0.2
N -1.503 -0.677 -3.907 -0.2 0.6 -0.4
C -1.598 0.671 -4.087 0.2 2.1 0.4
N -0.833 1.513 -3.185 -2.3 -2.6 -2.2
O -2.328 1.153 -4.960 0.8 -0.3 1.0
H -0.882 -1.035 -3.222 0.4 -0.4 0.9
H -2.296 -1.214 -4.227 0.4 0.1 0.0
H -0.721 2.452 -3.422 -0.1 1.3 -0.5
H -0.298 1.137 -2.454 0.9 -0.8 0.8
N -0.652 -1.569 0.262 0.8 1.0 1.5
C 0.156 -0.647 -0.330 0.1 0.7 0.5
N 0.802 0.322 0.432 -0.5 -0.9 0.1
O 0.322 -0.634 -1.542 0.1 -0.3 -0.9
H -0.770 -1.690 1.272 0.3 0.6 -0.5
H -1.114 -2.208 -0.336 -0.4 -0.8 -0.9
H 1.246 1.103 -0.030 -0.1 -0.4 -0.3
H 0.524 0.452 1.380 -0.1 0.1 0.5
C 3.965 -1.226 0.535 0.4 -0.6 -1.2
C 3.940 -1.656 1.946 -0.5 1.4 2.5
C 3.398 -3.062 2.147 -0.5 0.8 -1.0
O 5.238 -1.555 2.618 0.1 0.0 -0.7
H 4.494 -0.292 0.401 -0.1 0.4 0.0
H 2.954 -1.175 0.145 -0.1 0.3 0.0
H 4.481 -1.966 -0.087 0.1 0.0 0.1
H 3.279 -0.922 2.537 0.6 -1.0 -0.8
H 3.324 -3.293 3.172 0.4 -0.4 1.3
H 4.014 -3.754 1.592 0.2 -0.4 0.0
H 2.352 -3.151 1.801 0.4 0.3 -0.3
H 5.813 -0.860 2.225 -1.0 -0.7 0.2
C 0.491 -4.385 -1.457 -0.5 -0.5 -0.8
C -0.563 -3.921 -2.479 1.4 3.4 2.3
C -0.930 -4.893 -3.485 -1.5 -1.3 -0.4
O -1.693 -3.487 -1.658 -0.4 -0.1 -1.0
H 0.826 -3.577 -0.805 -0.2 -0.1 0.0
H 1.343 -4.737 -2.035 0.3 -0.1 0.1
H 0.088 -5.232 -0.892 0.1 0.2 0.1
H -0.070 -2.988 -2.925 -0.9 -1.0 0.2
H -1.187 -5.844 -2.992 -0.2 0.2 -0.3
H -0.126 -5.099 -4.147 0.8 -0.1 -0.7
H -1.782 -4.514 -4.066 0.1 -0.3 0.0
H -2.484 -3.233 -2.202 0.8 -0.2 0.4

=====

4.
6
Properties=species:S:1:pos:R:3:forces:R:3 method="wB97M-V/def2-TZVPD" lumo_ev=0.91 multiplicity=1 max_force_ev_per_a=1.9 smiles="NC=O" e_homo_ev=-10.20 e_tot_ha=-169.90267
N -0.003 0.663 0.244 -0.7 0.5 1.7
C -0.041 -0.564 -0.376 0.1 0.5 -0.5
O -1.015 -1.129 -0.825 0.7 0.4 0.7
H -0.849 0.984 0.782 1.2 -0.5 -1.1
H 0.896 0.930 0.685 -1.1 -0.4 -0.5
H 1.011 -0.883 -0.510 -0.2 -0.5 -0.2

=====

5.
35
Properties=species:S:1:pos:R:3:forces:R:3 method="wB97M-V/def2-TZVPD" lumo_ev="0.45 / -0.40" multiplicity=3 max_force_ev_per_a=4.5 e_homo_ev="-6.30 / -9.17" e_tot_ha=-606.88727
B -1.118 -0.770 2.204 1.7 0.7 -1.4
C -2.480 -0.627 2.861 -1.1 0.0 -0.2
C 0.306 -0.060 0.053 1.4 -0.6 -3.3
C -3.485 -1.766 2.784 0.2 0.3 0.1
C 2.436 3.371 -0.915 -0.1 -0.1 0.2
C -0.032 3.125 -0.477 0.2 -0.1 0.2
C 0.839 -1.400 -2.101 0.0 0.1 0.3
C -1.112 -1.994 -0.720 0.2 0.1 0.0
C 1.203 -2.390 0.152 -0.2 0.1 -0.1
C 1.411 1.127 -0.847 -2.4 -1.4 3.5
C 1.350 2.516 -0.257 0.0 0.2 -0.2
C 0.318 -1.425 -0.662 -0.1 -0.1 0.4
O -2.735 0.388 3.510 0.3 0.0 0.2
O -0.370 -0.213 1.247 0.0 1.2 1.2
H -3.252 -2.461 1.982 0.0 -0.1 -0.1
H -4.478 -1.347 2.637 0.0 0.1 0.0
H -3.485 -2.302 3.731 0.0 -0.1 0.1
H 2.265 3.440 -1.988 0.0 0.0 -0.2
H 3.418 2.933 -0.752 0.1 0.0 0.0
H 2.436 4.375 -0.502 0.0 0.1 0.0
H -0.241 3.205 -1.542 0.0 0.0 -0.1
H -0.092 4.117 -0.039 0.0 0.1 0.0
H -0.795 2.498 -0.023 -0.2 0.0 0.0
H 0.225 -0.760 -2.729 -0.1 0.1 -0.2
H 1.873 -1.076 -2.156 0.1 0.1 -0.1
H 0.789 -2.409 -2.506 0.0 -0.1 0.0
H -1.110 -2.955 -1.230 0.0 -0.1 0.0
H -1.524 -2.148 0.275 -0.1 -0.1 0.0
H -1.766 -1.315 -1.263 -0.1 0.0 -0.1
H 1.193 -3.382 -0.294 0.0 -0.1 -0.1
H 0.842 -2.475 1.175 0.0 0.0 0.1
H 2.229 -2.031 0.176 0.2 0.0 0.0
H 1.005 1.080 -1.844 0.0 -0.1 -0.2
H 2.385 0.664 -0.759 0.1 -0.1 -0.1
H 1.551 2.465 0.818 0.0 -0.1 -0.1